{
  "formula": "C11H12N2OS",
  "method": "ωB97M-V with the def2-TZVPD basis set",
  "species": ["C", "C", "C", "C", "C", "C", "C", "C", "C", "C", "C", "N", "N", "O", "S", "H", "H", "H", "H", "H", "H", "H", "H", "H", "H", "H", "H"],
  "coordinates": [[-2.159, 1.564, -0.920], [-3.360, 0.473, 0.845], [-1.995, 0.916, 0.383], [-3.718, -0.783, 0.548], [-1.577, -1.503, -0.021], [-0.950, -0.212, 0.275], [1.973, -1.119, -0.801], [2.885, 0.152, -0.705], [1.388, -1.171, 0.621], [1.926, 1.338, -0.674], [0.352, -0.077, 0.656], [-2.326, 2.021, -1.945], [-2.850, -1.674, -0.033], [2.246, 1.308, 1.960], [1.158, 1.510, 1.012], [-3.834, 1.295, 1.305], [-1.427, 1.743, 0.899], [-4.753, -1.082, 0.884], [-0.897, -2.449, -0.327], [1.279, -0.904, -1.493], [2.607, -1.950, -0.997], [3.534, 0.193, 0.178], [3.557, 0.150, -1.457], [1.179, -2.230, 0.839], [2.092, -0.914, 1.298], [2.523, 2.139, -1.038], [1.147, 1.267, -1.291]],
  "mulliken_charge": [0.148, -0.687, 0.522, -0.261, -0.101, 0.233, -0.750, -0.866, -1.315, -0.962, 0.097, -0.510, -0.572, -0.601, 0.349, 0.448, 0.365, 0.295, 0.242, 0.506, 0.379, 0.407, 0.554, 0.439, 0.591, 0.511, 0.537],
  "relative_energy_kj_mol": 467.2,
  "charge": 0,
  "e_homo_ev": -9.24
}

---

{
  "formula": "C11H12N3O",
  "method": "ωB97M-V with the def2-TZVPD basis set",
  "species": ["N", "O", "C", "C", "C", "C", "C", "C", "C", "C", "C", "C", "N", "N", "C", "H", "H", "H", "H", "H", "H", "H", "H", "H", "H", "H", "H"],
  "coordinates": [[-0.924, -1.527, -0.252], [0.187, 1.716, 0.786], [-2.127, -1.654, 0.350], [3.509, -0.824, -2.170], [2.283, -0.970, -2.859], [3.493, -0.525, -0.814], [1.086, -0.774, -2.195], [2.276, -0.280, -0.146], [-1.964, 0.599, 1.103], [-2.734, -0.577, 0.949], [1.038, -0.443, -0.801], [-0.641, 0.642, 0.607], [-3.982, -0.685, 1.537], [-0.181, -0.410, -0.101], [-0.169, 2.736, 1.716], [-2.620, -2.608, 0.261], [4.436, -0.965, -2.715], [2.310, -1.177, -3.919], [4.414, -0.397, -0.267], [0.161, -0.941, -2.734], [2.339, -0.036, 0.928], [-2.445, 1.416, 1.568], [-4.454, 0.137, 1.908], [-4.549, -1.530, 1.354], [-0.964, 3.361, 1.298], [-0.480, 2.381, 2.713], [0.700, 3.334, 1.894]],
  "mulliken_charge": [-0.988, -0.342, -0.581, -0.354, -0.635, -0.684, -0.304, -0.107, -0.605, 0.898, 0.368, 0.581, -0.454, 0.927, -0.844, 0.361, 0.390, 0.390, 0.375, 0.385, 0.310, 0.447, 0.222, 0.236, 0.355, 0.372, 0.281],
  "relative_energy_kj_mol": 0.0,
  "charge": 1,
  "e_homo_ev": -12.49
}

---

{
  "formula": "C11H12NO",
  "method": "ωB97M-V with the def2-TZVPD basis set",
  "species": ["C", "C", "C", "C", "C", "C", "C", "C", "C", "C", "C", "N", "O", "H", "H", "H", "H", "H", "H", "H", "H", "H", "H", "H", "H"],
  "coordinates": [[1.393, -1.577, -2.974], [0.395, -0.682, -3.040], [2.046, -1.955, -1.780], [-0.071, -0.039, -1.895], [1.655, -1.369, -0.661], [0.636, -0.422, -0.699], [0.332, 0.059, 0.633], [-2.914, 1.457, 0.596], [-1.928, 0.626, 0.342], [-0.645, 0.911, 2.502], [0.889, 0.820, 2.681], [-0.824, 0.426, 1.171], [1.324, 0.091, 1.500], [1.797, -1.983, -3.896], [0.029, -0.358, -4.068], [2.801, -2.771, -2.001], [-0.619, 0.886, -2.077], [1.787, -1.788, 0.384], [-3.809, 1.449, -0.066], [-2.925, 2.232, 1.378], [-1.933, -0.178, -0.459], [-1.109, 0.253, 3.273], [-1.010, 2.024, 2.582], [1.526, 1.677, 2.865], [1.177, 0.214, 3.710]],
  "mulliken_charge": [-0.209, -0.620, -0.715, -0.415, -0.300, 0.684, 0.547, -0.991, 0.020, -0.442, -0.430, 0.169, -0.355, 0.374, 0.312, 0.333, 0.496, 0.304, 0.258, 0.257, 0.540, 0.266, 0.333, 0.329, 0.254],
  "relative_energy_kj_mol": 269.8,
  "charge": 1,
  "e_homo_ev": -13.21
}

---

{
  "formula": "C11H12NO2",
  "method": "ωB97M-V with the def2-TZVPD basis set",
  "species": ["C", "C", "O", "O", "H", "H", "H", "C", "C", "C", "C", "C", "C", "C", "C", "C", "N", "H", "H", "H", "H", "H", "H", "H", "H", "H"],
  "coordinates": [[-2.026, -1.026, 3.757], [-0.826, -2.082, 3.807], [-1.085, -3.229, 3.396], [0.267, -1.676, 4.303], [-2.779, -1.309, 3.056], [-1.727, -0.030, 3.569], [-2.481, -1.048, 4.725], [0.882, 2.241, -3.623], [0.998, -0.363, -0.988], [0.412, 0.828, -1.460], [1.002, 1.000, -2.791], [1.747, -0.127, -3.065], [-0.367, -0.335, 1.086], [0.678, -0.839, 0.259], [-0.951, 0.822, 0.528], [-0.529, 1.503, -0.679], [1.827, -0.945, -1.985], [-0.429, -0.730, 2.023], [1.071, -1.825, 0.619], [-1.793, 1.225, 1.219], [-0.995, 2.447, -1.024], [2.127, -1.893, -1.891], [2.441, -0.145, -3.793], [0.659, 3.001, -2.743], [-0.036, 1.976, -4.268], [1.913, 2.560, -4.037]],
  "mulliken_charge": [-1.105, 0.783, -0.738, -0.745, 0.300, 0.241, 0.400, -0.998, -0.323, 1.126, 0.582, -0.864, -0.168, -0.665, -0.207, -0.651, -0.079, -0.071, 0.249, 0.193, 0.271, 0.205, 0.476, 0.208, 0.267, 0.313],
  "relative_energy_kj_mol": 256.7,
  "charge": -1,
  "e_homo_ev": -4.10
}

---

{
  "formula": "C11H12O2",
  "method": "ωB97M-V with the def2-TZVPD basis set",
  "species": ["C", "C", "C", "C", "C", "C", "C", "C", "C", "C", "C", "H", "H", "H", "H", "H", "H", "H", "H", "H", "H", "H", "H", "O", "O"],
  "coordinates": [[-2.189, -0.536, 3.647], [-1.229, -0.722, 2.372], [0.018, -1.392, 2.218], [0.668, -1.263, 1.061], [0.335, -0.251, 0.057], [0.925, 0.761, -1.926], [2.150, 0.760, -2.759], [2.010, 0.697, -4.074], [2.201, 0.308, -5.358], [-0.942, 0.386, 0.249], [-1.795, 0.143, 1.355], [-2.164, 1.517, 3.502], [-2.991, -1.299, 3.635], [-1.683, -0.727, 4.598], [0.446, -2.005, 3.067], [1.470, -1.903, 0.886], [0.185, 0.461, -2.699], [0.726, 1.738, -1.462], [3.183, 0.799, -2.124], [2.512, 1.035, -6.201], [2.127, -0.655, -5.718], [-1.209, 1.091, -0.518], [-2.775, 0.764, 1.395], [-2.837, 0.870, 3.441], [1.245, -0.140, -0.867]],
  "mulliken_charge": [-0.544, 0.681, -0.753, -0.284, 0.482, -0.330, -0.180, -0.074, -0.731, -0.167, -0.853, 0.316, 0.250, 0.325, 0.281, 0.445, 0.342, 0.362, 0.228, 0.199, 0.283, 0.322, 0.288, -0.571, -0.317],
  "relative_energy_kj_mol": 554.0,
  "charge": 0,
  "e_homo_ev": -7.99
}

---

{
  "formula": "C11H13BCl8F9NO4",
  "method": "ωB97M-V with the def2-TZVPD basis set",
  "species": ["N", "B", "O", "C", "C", "F", "F", "C", "F", "F", "C", "F", "F", "C", "F", "F", "F", "C", "O", "C", "O", "O", "H", "H", "H", "H", "H", "C", "Cl", "Cl", "H", "H", "C", "Cl", "Cl", "H", "H", "C", "Cl", "Cl", "H", "H", "C", "Cl", "Cl", "H", "H"],
  "coordinates": [[-0.020, 1.072, 2.427], [0.627, 1.946, 1.325], [-0.362, 2.646, 0.443], [2.284, 2.054, 1.112], [3.047, 0.783, 0.418], [2.132, 0.333, -0.700], [4.310, 1.195, -0.304], [3.242, -0.539, 1.369], [3.815, -1.589, 0.440], [1.925, -1.148, 1.792], [4.333, -0.406, 2.571], [5.597, 0.294, 2.169], [4.771, -1.817, 2.894], [3.847, 0.254, 3.967], [4.217, -0.698, 5.081], [2.411, 0.533, 4.127], [4.710, 1.469, 4.213], [2.538, 3.235, -0.047], [3.739, 4.061, 0.314], [3.857, 3.812, 1.759], [4.748, 4.480, 2.507], [2.904, 2.785, 2.228], [-0.399, 1.738, 3.152], [-0.808, 0.588, 1.917], [-0.818, 3.289, 1.092], [1.726, 4.090, -0.136], [2.534, 2.823, -1.167], [-0.345, -1.183, -1.639], [-0.776, -2.741, -2.354], [-1.734, -0.449, -0.829], [0.454, -1.335, -0.909], [0.001, -0.512, -2.430], [-3.909, -4.918, -3.140], [-2.520, -5.777, -3.819], [-4.834, -5.963, -2.055], [-3.551, -4.051, -2.580], [-4.557, -4.590, -3.956], [-3.430, 4.572, 1.917], [-1.776, 4.831, 2.484], [-4.440, 3.886, 3.195], [-3.853, 5.530, 1.605], [-3.412, 3.883, 1.069], [-6.536, -5.811, -6.304], [-5.194, -5.593, -7.433], [-6.654, -4.447, -5.185], [-7.468, -5.888, -6.870], [-6.375, -6.728, -5.731]],
  "mulliken_charge": [-0.507, 0.855, -0.777, 0.680, 0.651, -0.255, -0.301, 0.453, -0.330, -0.243, 0.434, -0.237, -0.292, 0.685, -0.262, -0.165, -0.228, -0.521, -0.302, 0.565, -0.532, -0.408, 0.226, 0.197, 0.054, 0.197, 0.323, 0.092, -0.142, -0.181, -0.048, 0.267, 0.293, -0.167, -0.158, 0.115, -0.104, -0.200, -0.147, -0.145, 0.340, 0.210, -0.243, -0.139, -0.161, 0.302, 0.256],
  "charge": 0,
  "e_homo_ev": -10.62
}

---

no.,Kohn-Sham gap (eV)
1,8.4
2,8.2
3,9.0
4,6.9
5,8.7
6,9.7